1.
Density functional theory data (wB97M-V/def2-TZVPD) for the molecule C5H8O.

Calculated values
Total charge ... 0
Electronic energy ... -270.50190 Ha
E_HOMO ... -9.62 eV
Lowest unoccupied orbital energy ... 1.08 eV
2S+1 ... 1
Energy relative to the best compared isomer or geometry (same formula, charge and spin) ... 1.524 eV

Each line ends with the natural charge from an NBO analysis.
Geometry (Å):
O 1.363 1.846 -0.497  -0.515
C 1.837 0.816 -0.078  0.446
C 1.013 -0.237 0.651  -0.511
C -0.142 -0.530 -0.278  -0.228
C -1.562 -0.833 0.098  -0.418
C -1.186 0.522 -0.443  -0.405
H 2.900 0.573 -0.287  0.107
H 1.617 -1.123 0.878  0.214
H 0.647 0.166 1.603  0.232
H 0.179 -0.986 -1.213  0.210
H -2.077 -1.566 -0.518  0.218
H -1.839 -0.838 1.150  0.212
H -1.395 0.878 -1.447  0.221
H -1.175 1.304 0.310  0.216

***

2.
Density functional theory data (wB97M-V/def2-TZVPD) for the molecule C5H8O.

Calculated values
Total charge ... 0
Electronic energy ... -270.52759 Ha
E_HOMO ... -9.39 eV
Lowest unoccupied orbital energy ... 0.97 eV
2S+1 ... 1
Energy relative to the best compared isomer or geometry (same formula, charge and spin) ... 0.825 eV

Each line ends with the natural charge from an NBO analysis.
Geometry (Å):
C -0.927 1.383 1.557  -0.380
C -0.919 0.804 0.360  -0.181
C -0.734 -0.679 0.153  -0.550
C 0.734 -0.993 -0.123  0.611
C 1.317 -0.434 -1.403  -0.728
O 1.398 -1.634 0.662  -0.534
H -0.837 0.796 2.469  0.198
H -1.021 2.459 1.669  0.203
H -1.005 1.420 -0.535  0.198
H -1.026 -1.237 1.047  0.236
H -1.344 -1.024 -0.693  0.226
H 2.359 -0.744 -1.502  0.239
H 0.742 -0.779 -2.270  0.228
H 1.262 0.661 -1.392  0.235

***

3.
Density functional theory data (wB97M-V/def2-TZVPD) for a structure of composition C5H8O.

Calculated values
Total charge ... 0
Electronic energy ... -270.31215 Ha
E_HOMO ... -7.94 eV
Lowest unoccupied orbital energy ... 1.12 eV
2S+1 ... 1
Energy relative to the best compared isomer or geometry (same formula, charge and spin) ... 6.687 eV

Each line ends with the natural charge from an NBO analysis.
Geometry (Å):
C 0.050 -1.390 1.570  -0.301
C -0.560 0.215 0.457  0.063
C 0.128 1.480 -0.105  -0.481
C 0.132 0.838 -1.511  -0.417
C -0.360 -0.453 -0.862  -0.019
O 0.660 -0.887 0.016  -0.493
H -0.922 -1.872 1.503  0.213
H 0.098 -0.744 2.444  0.209
H 0.853 -2.133 1.620  0.177
H -0.517 2.360 -0.018  0.219
H 1.096 1.715 0.343  0.221
H -0.650 1.272 -2.144  0.212
H 1.063 0.785 -2.081  0.211
H -0.940 -1.238 -1.350  0.186

***

4.
Density functional theory data (wB97M-V/def2-TZVPD) for the molecule C5H8O.

Calculated values
Total charge ... 0
Electronic energy ... -270.48054 Ha
E_HOMO ... -9.64 eV
Lowest unoccupied orbital energy ... 0.96 eV
2S+1 ... 1
Energy relative to the best compared isomer or geometry (same formula, charge and spin) ... 2.105 eV

Each line ends with the natural charge from an NBO analysis.
Geometry (Å):
C -1.157 -1.748 0.036  -0.408
C 0.098 -1.346 -0.301  -0.179
C 0.271 0.005 -0.925  -0.462
C -0.036 1.246 -0.102  -0.510
C 0.637 1.345 1.238  0.432
O 1.845 1.325 1.246  -0.525
H -1.207 -2.787 0.379  0.208
H -1.957 -0.995 0.045  0.200
H 0.987 -1.806 0.113  0.211
H -0.189 -0.045 -1.928  0.230
H 1.277 0.029 -1.404  0.225
H -1.116 1.397 -0.011  0.208
H 0.447 2.078 -0.616  0.246
H 0.100 1.302 2.230  0.125

***

5.
Density functional theory data (wB97M-V/def2-TZVPD) for the molecule C5H8O.

Calculated values
Total charge ... 0
Electronic energy ... -270.50954 Ha
E_HOMO ... -9.86 eV
Lowest unoccupied orbital energy ... 1.02 eV
2S+1 ... 1
Energy relative to the best compared isomer or geometry (same formula, charge and spin) ... 1.316 eV

Each line ends with the natural charge from an NBO analysis.
Geometry (Å):
C -0.567 2.148 -1.321  -0.387
C 0.012 0.983 -1.049  -0.176
C -0.399 0.033 0.021  -0.447
C 0.657 -1.032 0.373  -0.511
C 0.337 -1.753 1.649  0.446
O 0.637 -2.899 1.865  -0.508
H -0.229 2.685 -2.202  0.202
H -1.300 2.608 -0.661  0.193
H 0.807 0.672 -1.718  0.194
H -1.297 -0.528 -0.252  0.218
H -0.740 0.592 0.899  0.210
H 1.649 -0.574 0.409  0.234
H 0.638 -1.754 -0.438  0.230
H -0.205 -1.182 2.425  0.102

***

6.
Density functional theory data (wB97M-V/def2-TZVPD) for a cluster of 2 separate species, C5H8O in total.

Calculated values
Total charge ... 0
Electronic energy ... -270.19603 Ha
E_HOMO (alpha / beta) ... -8.06 / -8.06 eV
Lowest unoccupied orbital energy (alpha / beta) ... -1.00 / -1.00 eV
2S+1 ... 1
Energy relative to the best compared isomer or geometry (same formula, charge and spin) ... 9.847 eV

Each line ends with the natural charge from an NBO analysis.
Geometry (Å):
C -0.084 -0.036 -0.430  -0.419
C 2.455 0.304 -0.671  0.332
C -1.145 -0.874 -0.396  0.053
C 2.793 -0.085 0.779  -0.939
C -2.633 0.676 0.655  -0.252
O -2.312 -0.632 0.238  -0.509
H 0.023 0.807 0.255  0.155
H -1.175 -1.947 -0.770  0.196
H 2.988 0.783 1.426  0.278
H 3.844 -0.523 0.525  0.280
H 1.956 -0.604 1.275  0.269
H -2.383 1.398 -0.078  0.182
H -1.931 0.900 1.394  0.173
H -3.697 0.651 0.909  0.200

***

7.
Density functional theory data (wB97M-V/def2-TZVPD) for the ion C5H8O with charge +1.

Calculated values
<S²> ... 0.79
Total charge ... +1
Electronic energy ... -270.15886 Ha
E_HOMO (alpha / beta) ... -14.92 / -15.09 eV
Lowest unoccupied orbital energy (alpha / beta) ... -6.03 / -8.04 eV
2S+1 ... 2
Energy relative to the best compared isomer or geometry (same formula, charge and spin) ... 1.723 eV

Each line ends with the Mulliken spin population.
Geometry (Å):
C 1.613 0.073 0.073  0.095
C 2.438 -0.689 -0.731  0.393
C -2.079 0.186 0.454  0.013
O -2.245 0.282 -0.948  0.037
C -0.646 0.411 0.859  0.265
C 0.351 -0.423 0.407  0.109
H 1.990 0.923 0.637  0.014
H 3.512 -0.614 -0.644  0.026
H 2.090 -1.275 -1.574  0.023
H -2.653 0.957 0.962  0.001
H -2.397 -0.829 0.694  0.015
H -1.639 0.932 -1.327  -0.005
H -0.416 1.384 1.281  0.018
H 0.081 -1.317 -0.143  -0.006

***

8.
Density functional theory data (wB97M-V/def2-TZVPD) for the ion C5H8O2 with charge -1.

Calculated values
<S²> ... 0.75
Total charge ... -1
Electronic energy ... -345.74709 Ha
E_HOMO (alpha / beta) ... 0.20 / -4.44 eV
Lowest unoccupied orbital energy (alpha / beta) ... 4.25 / 4.11 eV
2S+1 ... 2
Energy relative to the best compared isomer or geometry (same formula, charge and spin) ... 0.025 eV

Each line ends with the Mulliken spin population.
Geometry (Å):
O -0.699 2.820 -0.122  0.190
C 0.043 1.829 -0.284  0.184
C 0.507 0.937 0.831  0.217
C 1.289 -0.260 0.331  0.136
C 0.457 -1.540 0.448  -0.066
C -0.854 -1.406 -0.286  0.148
O -1.258 -2.252 -1.096  0.131
H 0.494 1.603 -1.274  0.024
H -0.344 0.623 1.441  0.044
H 1.105 1.544 1.541  -0.063
H 2.226 -0.431 0.888  -0.061
H 1.577 -0.138 -0.717  0.065
H 0.295 -1.694 1.521  0.020
H 0.986 -2.405 0.046  -0.022
H -1.487 -0.568 0.039  0.054

***

9.
Density functional theory data (wB97M-V/def2-TZVPD) for the ion C5H8O2 with charge -1.

Calculated values
<S²> ... 0.75
Total charge ... -1
Electronic energy ... -345.72714 Ha
E_HOMO (alpha / beta) ... 0.34 / -3.55 eV
Lowest unoccupied orbital energy (alpha / beta) ... 4.32 / 4.17 eV
2S+1 ... 2
Energy relative to the best compared isomer or geometry (same formula, charge and spin) ... 0.568 eV

Each line ends with the Mulliken spin population.
Geometry (Å):
O 0.338 1.855 1.538  0.036
C 0.940 1.025 0.890  0.051
C 0.707 -0.449 1.120  0.072
C 0.835 -1.333 -0.169  0.618
C -0.432 -1.454 -1.009  -0.044
C -0.931 -0.059 -1.529  0.525
O -1.628 0.706 -0.812  0.219
H 1.782 1.346 0.250  -0.008
H -0.371 -0.486 1.312  -0.006
H 1.228 -0.860 1.984  -0.066
H 1.119 -2.348 0.137  -0.159
H 1.632 -0.835 -0.720  -0.124
H -1.303 -1.645 -0.366  -0.007
H -0.284 -2.103 -1.873  -0.117
H -0.874 0.124 -2.624  0.010

***

10.
Density functional theory data (wB97M-V/def2-TZVPD) for a structure of composition C5H8O2.

Calculated values
Total charge ... 0
Electronic energy ... -345.72379 Ha
E_HOMO ... -10.15 eV
Lowest unoccupied orbital energy ... 0.68 eV
2S+1 ... 1
Energy relative to the best compared isomer or geometry (same formula, charge and spin) ... 2.209 eV

Each line ends with the natural charge from an NBO analysis.
Geometry (Å):
C -0.908 1.280 -0.406  -0.627
C -0.180 0.058 0.114  0.254
C -1.059 -0.915 0.871  -0.629
C 0.849 -0.589 -0.787  -0.588
C 1.819 -0.049 0.176  0.762
O 3.049 0.080 0.068  -0.612
O 0.958 0.525 1.027  -0.488
H -0.217 1.966 -0.907  0.228
H -1.670 0.967 -1.131  0.222
H -1.408 1.812 0.413  0.223
H -0.470 -1.748 1.271  0.227
H -1.566 -0.409 1.701  0.231
H -1.822 -1.321 0.196  0.223
H 0.844 -1.644 -1.040  0.254
H 1.805 -0.023 -1.533  0.318